A molecular structure, C30H75BaN2O19P4, computed with wB97M-V/def2-TZVPD.

```
131
C30H75BaN2O19P4 (wB97M-V/def2-TZVPD)
Ba 2.561 -21.356 9.650
O 3.985 -19.848 8.205
H 4.333 -20.297 7.429
C 5.605 -23.806 9.237
O 4.739 -22.994 9.532
N 6.918 -23.520 9.169
C 7.879 -24.537 8.824
C 7.392 -22.154 9.196
H 5.377 -24.858 9.018
H 7.388 -25.454 8.499
H 8.513 -24.788 9.677
H 8.508 -24.201 7.998
H 7.813 -21.885 8.223
H 6.551 -21.482 9.366
H 8.127 -22.014 9.987
C 1.253 -19.040 7.152
O 0.877 -19.747 8.065
N 0.437 -18.406 6.273
C 0.998 -17.693 5.135
C -0.978 -18.314 6.493
H 2.316 -18.846 6.944
H 1.358 -16.703 5.444
H 0.206 -17.501 4.418
H 1.836 -18.235 4.708
H -1.290 -19.077 7.203
H -1.249 -17.325 6.882
H -1.564 -18.469 5.585
C 6.582 -18.477 15.279
C 6.374 -17.990 13.885
O 5.267 -18.692 13.251
P 5.479 -19.940 12.328
O 4.255 -20.424 11.699
O 6.596 -19.530 11.287
C 6.213 -18.626 10.226
C 7.456 -17.922 9.725
O 6.226 -20.954 13.261
C 6.491 -22.281 12.770
C 6.436 -23.255 13.920
H 7.058 -19.456 15.274
H 7.282 -17.807 15.784
H 5.648 -18.521 15.835
H 6.093 -16.940 13.846
H 7.271 -18.130 13.280
H 5.742 -19.180 9.407
H 5.447 -17.917 10.552
H 7.210 -17.219 8.934
H 8.058 -17.501 10.529
H 8.104 -18.687 9.276
H 5.741 -22.555 12.021
H 7.483 -22.292 12.314
H 7.113 -22.984 14.728
H 5.429 -23.297 14.340
H 6.624 -24.265 13.548
C 6.561 -22.882 5.464
C 5.196 -22.470 5.988
O 4.280 -23.571 5.815
P 2.765 -23.288 6.136
O 2.532 -22.802 7.499
O 2.250 -22.271 5.057
C 2.540 -22.451 3.652
C 2.851 -21.107 3.047
O 2.133 -24.681 5.799
C 0.697 -24.828 5.879
C 0.358 -26.236 5.472
H 7.045 -23.527 6.194
H 6.475 -23.381 4.500
H 7.166 -21.989 5.303
H 5.264 -22.224 7.053
H 4.826 -21.549 5.528
H 3.360 -23.156 3.518
H 1.640 -22.865 3.196
H 2.079 -20.382 3.299
H 3.804 -20.708 3.405
H 2.962 -21.207 1.967
H 0.381 -24.603 6.900
H 0.174 -24.103 5.249
H -0.691 -26.339 5.191
H 0.938 -26.519 4.594
H 0.547 -26.939 6.281
C -1.341 -24.286 14.112
C -0.191 -24.225 13.142
O 1.011 -23.913 13.901
P 2.342 -23.481 13.174
O 2.155 -22.947 11.827
O 3.323 -24.717 13.270
C 3.452 -25.559 12.099
C 3.787 -26.972 12.544
O 3.034 -22.528 14.189
C 2.301 -21.471 14.843
C 3.240 -20.760 15.787
H -2.251 -24.535 13.563
H -1.164 -25.097 14.820
H -1.495 -23.350 14.643
H -0.043 -25.195 12.667
H -0.344 -23.445 12.398
H 2.549 -25.590 11.489
H 4.268 -25.144 11.510
H 2.952 -27.472 13.028
H 4.071 -27.529 11.646
H 4.658 -26.993 13.199
H 1.879 -20.788 14.105
H 1.492 -21.924 15.419
H 2.762 -19.833 16.120
H 3.348 -21.321 16.717
H 4.207 -20.563 15.329
C -1.120 -20.228 15.527
C -0.723 -19.190 14.499
O -0.229 -19.823 13.312
P 0.306 -18.961 12.109
O 0.967 -19.788 11.102
O 1.211 -17.838 12.722
C 2.565 -18.139 13.162
C 2.991 -17.107 14.174
O -0.950 -18.146 11.655
C -0.803 -17.012 10.774
C -1.805 -15.971 11.217
H -1.996 -20.779 15.197
H -0.290 -20.887 15.779
H -1.352 -19.675 16.440
H -1.581 -18.549 14.273
H 0.013 -18.500 14.922
H 2.654 -19.150 13.571
H 3.181 -18.133 12.263
H 2.320 -17.105 15.032
H 3.994 -17.371 14.513
H 3.003 -16.119 13.717
H 0.205 -16.606 10.841
H -1.000 -17.359 9.761
H -1.562 -15.656 12.234
H -1.890 -15.107 10.562
H -2.802 -16.415 11.280
```

Properties
orbital gap = 0.3033 Eh
HOMO energy = -9.7 eV
molar mass = 1029.1 g mol⁻¹
charge = +1